{
  "formula": "C24H23ClGaOP",
  "method": "wB97M-V/def2-TZVPD",
  "orbital_gap_ev": [6.634, 5.881],
  "e_above_lowest_kj_mol": 0.0,
  "symbols": ["C", "C", "C", "H", "C", "C", "H", "H", "H", "H", "Ga", "Cl", "P", "C", "C", "H", "C", "H", "C", "H", "C", "H", "C", "H", "C", "C", "H", "C", "H", "C", "H", "C", "H", "C", "H", "C", "C", "H", "C", "H", "C", "H", "C", "H", "C", "H", "C", "O", "H", "H", "H"],
  "coordinates": [[2.4354, -1.6576, 2.8385], [2.1239, -0.3134, 2.6997], [0.7321, -0.0902, 2.8284], [2.8445, 0.4692, 2.5369], [0.0636, -1.3552, 3.0436], [1.2060, -2.3951, 3.2367], [1.3075, -2.8432, 4.2277], [3.3979, -2.1362, 2.7961], [0.2402, 0.8768, 2.8281], [-0.8227, -1.4618, 3.6680], [-0.5161, -2.4978, 1.4513], [-2.5139, -3.1292, 1.1147], [-0.3206, 0.4916, -0.7910], [-1.3216, 1.5837, 0.1587], [-1.0515, 2.9548, 0.0053], [-0.2008, 3.2617, -0.6011], [-1.9033, 3.8750, 0.5956], [-1.7046, 4.9356, 0.4509], [-2.9903, 3.4293, 1.3574], [-3.6500, 4.1652, 1.8172], [-3.2366, 2.0591, 1.5494], [-4.0837, 1.7280, 2.1624], [-2.4053, 1.1183, 0.9521], [-2.5908, 0.0437, 1.0662], [1.3119, 1.0974, -1.1830], [2.0536, 1.8059, -0.2028], [1.6482, 1.9322, 0.8106], [3.2569, 2.3749, -0.5965], [3.8209, 2.9491, 0.1347], [3.6994, 2.2010, -1.9123], [4.6331, 2.6546, -2.2125], [2.9995, 1.4336, -2.8472], [3.3522, 1.2842, -3.8618], [1.8076, 0.8296, -2.4807], [1.2070, 0.2164, -3.1636], [-1.1803, -0.2367, -2.1587], [-2.0287, 0.6595, -2.8361], [-2.1546, 1.6690, -2.4406], [-2.6426, 0.2271, -4.0009], [-3.2713, 0.9300, -4.5422], [-2.4470, -1.0830, -4.4476], [-2.9367, -1.4018, -5.3647], [-1.6596, -1.9930, -3.7297], [-1.5258, -3.0167, -4.0838], [-1.0370, -1.5917, -2.5522], [-0.4442, -2.2851, -1.9440], [1.3166, -4.8215, 2.7476], [0.9478, -3.5309, 2.3205], [0.4680, -5.2828, 3.2838], [2.1824, -4.7538, 3.4272], [1.5834, -5.3799, 1.8435]],
  "forces_ev_per_angstrom": [[-0.55, 0.75, 0.08], [-0.50, -0.59, 0.09], [0.24, -0.25, 0.53], [0.12, 0.09, -0.18], [0.73, -0.36, 0.11], [0.43, 0.49, 0.12], [-0.30, 0.02, 0.15], [0.18, 0.09, -0.04], [0.07, -0.20, -0.08], [0.15, 0.30, 0.20], [0.62, 1.38, -2.11], [-1.51, -0.66, 0.10], [1.22, -3.47, 2.56], [-0.52, 1.02, -0.34], [-0.69, -0.35, 0.37], [-0.26, 0.06, 0.11], [-0.06, -0.01, 0.32], [-0.21, -0.15, 0.14], [0.02, -0.02, 0.05], [0.13, -0.21, -0.10], [0.06, 0.30, -0.06], [0.37, 0.20, -0.28], [0.61, 0.38, -0.52], [0.13, 0.42, -0.10], [-0.40, 0.33, -0.38], [-0.44, -0.23, -0.87], [0.21, -0.05, -0.55], [-0.27, -0.31, -0.14], [0.09, -0.06, -0.29], [0.30, 0.05, -0.07], [0.06, 0.08, -0.02], [-0.05, -0.25, 0.36], [0.24, 0.15, 0.14], [-0.27, 0.62, 0.87], [0.35, 0.39, 0.18], [-0.54, 0.54, -0.54], [0.42, -0.93, -0.31], [0.00, -0.25, -0.29], [-0.22, -0.04, 0.05], [0.03, -0.28, -0.09], [0.00, 0.00, 0.02], [0.12, 0.01, 0.13], [-0.11, 0.17, 0.00], [-0.16, 0.30, 0.06], [0.00, 1.02, 0.07], [-0.17, 0.38, -0.27], [0.06, -0.62, 0.46], [0.16, 0.03, 0.55], [0.43, -0.07, -0.24], [-0.26, -0.13, -0.35], [-0.09, -0.07, 0.36]],
  "nbo_charge": [-0.29, -0.21, -0.22, 0.22, -0.68, 0.03, 0.21, 0.21, 0.22, 0.25, 1.05, -0.58, 0.85, -0.27, -0.23, 0.22, -0.21, 0.22, -0.22, 0.21, -0.20, 0.22, -0.23, 0.24, -0.33, -0.24, 0.22, -0.15, 0.21, -0.25, 0.21, -0.20, 0.22, -0.21, 0.23, -0.27, -0.22, 0.22, -0.21, 0.22, -0.20, 0.22, -0.20, 0.22, -0.22, 0.24, -0.25, -0.63, 0.19, 0.19, 0.21]
}



{
  "formula": "C24H34FN3O5SiW",
  "method": "wB97M-V/def2-TZVPD",
  "spin_multiplicity": 3,
  "orbital_gap_ev": [7.430, 8.200],
  "e_above_lowest_kj_mol": 52.9,
  "s_squared": 2.015,
  "symbols": ["W", "O", "C", "C", "N", "C", "C", "O", "O", "C", "C", "O", "O", "H", "H", "H", "H", "H", "H", "H", "H", "H", "C", "N", "C", "C", "C", "C", "C", "C", "C", "C", "H", "H", "H", "H", "H", "H", "H", "H", "H", "H", "H", "H", "C", "Si", "C", "C", "N", "C", "C", "C", "C", "C", "C", "F", "H", "H", "H", "H", "H", "H", "H", "H", "H", "H", "H", "H", "H"],
  "coordinates": [[-0.2007, 0.4965, 0.2237], [-2.3198, 1.3772, 1.4521], [-2.3017, 2.4816, 2.3538], [-1.1388, 2.2697, 3.2826], [0.1267, 2.1832, 2.5659], [0.5694, 3.4348, 1.9953], [0.0199, 3.6353, 0.5831], [-0.0705, 4.7392, 0.1027], [-0.2934, 2.5312, -0.0546], [1.0734, 1.3909, 3.3226], [0.7998, -0.0904, 3.0644], [1.3281, -0.9442, 3.7284], [-0.0598, -0.3274, 2.0874], [-2.9033, 1.5694, 0.7076], [-3.2265, 2.5080, 2.9315], [-2.2110, 3.4239, 1.8067], [-1.2972, 1.3238, 3.7999], [-1.1161, 3.0716, 4.0314], [1.6556, 3.4199, 1.8947], [0.3037, 4.3102, 2.5941], [1.0205, 1.5638, 4.4005], [2.0925, 1.5991, 3.0058], [1.8422, 1.8030, -1.9777], [0.6532, 0.9297, -1.9762], [0.9586, -0.2645, -2.7905], [-0.4639, 1.6438, -2.6465], [-1.7477, 0.9328, -2.3463], [-2.7524, 0.8810, -3.3026], [-3.9698, 0.2800, -3.0158], [-4.1691, -0.2620, -1.7557], [-3.1527, -0.2227, -0.8085], [-1.9022, 0.3545, -1.0709], [2.0175, 2.1812, -2.9884], [2.7133, 1.2346, -1.6623], [1.6898, 2.6448, -1.3109], [1.2496, 0.0621, -3.7933], [0.0837, -0.9010, -2.8578], [1.7712, -0.8262, -2.3475], [-0.2682, 1.6955, -3.7211], [-0.4976, 2.6538, -2.2528], [-2.5824, 1.3232, -4.2790], [-4.7504, 0.2382, -3.7657], [-5.1140, -0.7314, -1.5064], [-3.3515, -0.6631, 0.1581], [-1.7375, -2.5121, 1.2243], [-0.4277, -2.7054, -0.1057], [-1.2103, -3.0124, -1.7725], [0.3916, -4.3048, 0.4242], [0.6867, -1.3341, -0.2293], [2.0581, -1.4450, -0.0019], [2.8237, -2.5790, -0.3207], [4.1866, -2.6446, -0.0785], [4.8732, -1.5681, 0.4700], [4.1675, -0.4080, 0.7494], [2.8206, -0.3920, 0.4963], [2.1570, 0.8095, 0.7260], [-2.6333, -3.0720, 0.9312], [-2.0278, -1.4958, 1.4661], [-1.3386, -2.9494, 2.1436], [-1.9661, -3.8030, -1.6880], [-0.4529, -3.3516, -2.4891], [-1.7071, -2.1281, -2.1798], [-0.3968, -4.9484, 0.8263], [1.1234, -4.1387, 1.2200], [0.8798, -4.8468, -0.3907], [2.3205, -3.4225, -0.7752], [4.7210, -3.5526, -0.3305], [5.9350, -1.6254, 0.6667], [4.6453, 0.4754, 1.1558]],
  "forces_ev_per_angstrom": [[0.53, 0.20, 0.31], [0.02, -0.06, 0.17], [0.02, 0.03, -0.16], [0.02, -0.03, -0.09], [0.14, 0.16, 0.17], [-0.03, -0.17, 0.02], [0.08, -0.35, 0.00], [-0.01, 0.13, -0.12], [-0.07, 0.06, -0.04], [-0.08, 0.04, -0.16], [-0.24, 0.04, -0.28], [0.03, -0.17, 0.09], [-0.08, 0.01, -0.05], [0.04, -0.03, -0.06], [-0.07, 0.01, 0.02], [-0.01, 0.01, -0.03], [0.01, -0.02, 0.05], [0.00, 0.04, 0.06], [0.05, 0.03, 0.00], [-0.01, 0.06, 0.04], [0.02, 0.01, 0.08], [0.05, 0.02, -0.02], [0.03, -0.03, -0.05], [-0.18, 0.05, 0.17], [0.04, 0.10, -0.06], [-0.02, -0.12, -0.02], [-0.04, -0.01, -0.03], [-0.05, 0.01, 0.00], [0.01, 0.00, 0.00], [-0.01, 0.00, -0.01], [-0.02, 0.00, 0.00], [-0.03, -0.15, -0.04], [0.02, -0.01, -0.05], [0.03, -0.02, 0.01], [-0.03, 0.04, -0.01], [0.00, 0.01, -0.04], [-0.05, -0.02, 0.01], [0.07, -0.02, -0.02], [0.03, -0.02, -0.06], [0.00, 0.11, 0.02], [0.00, -0.02, 0.02], [0.02, 0.00, 0.03], [0.03, 0.02, -0.01], [0.02, -0.06, 0.04], [-0.10, 0.04, 0.01], [-0.05, -0.16, -0.03], [-0.10, -0.04, -0.18], [0.23, -0.12, -0.05], [-0.02, 0.34, 0.33], [-0.25, -0.14, -0.08], [0.04, -0.09, -0.09], [-0.02, 0.02, -0.01], [-0.03, -0.06, 0.00], [0.13, 0.01, 0.00], [0.01, 0.03, -0.03], [-0.10, 0.06, 0.17], [0.09, -0.01, 0.01], [-0.08, 0.03, 0.03], [-0.03, 0.05, -0.02], [0.10, 0.07, -0.01], [-0.08, 0.04, 0.03], [0.03, -0.07, 0.00], [0.03, 0.03, -0.04], [-0.07, -0.05, -0.02], [-0.04, 0.00, 0.10], [0.12, 0.11, 0.03], [-0.02, 0.03, 0.00], [-0.03, 0.01, -0.01], [-0.03, -0.04, -0.02]],
  "nbo_charge": [1.97, -0.69, -0.07, -0.23, -0.44, -0.34, 0.80, -0.61, -0.82, -0.33, 0.79, -0.59, -0.79, 0.51, 0.19, 0.18, 0.22, 0.19, 0.23, 0.21, 0.21, 0.23, -0.42, -0.45, -0.41, -0.24, -0.06, -0.20, -0.21, -0.23, -0.19, -0.43, 0.19, 0.21, 0.22, 0.19, 0.23, 0.22, 0.19, 0.25, 0.21, 0.21, 0.21, 0.21, -1.12, 1.87, -1.15, -1.14, -1.16, 0.10, -0.19, -0.21, -0.23, -0.25, 0.31, -0.35, 0.23, 0.24, 0.25, 0.24, 0.23, 0.24, 0.24, 0.25, 0.22, 0.22, 0.22, 0.22, 0.23]
}



Q: What is the formula in the second record?
A: C24H34FN3O5SiW